Density functional theory data (ωB97M-V with the def2-TZVPD basis set) for a cluster of 2 separate species, C20H27N7O6 in total at a distorted geometry.

Properties
E	-1613.06172	hartree
LUMO level	0.16	eV
HOMO-LUMO gap	0.3339	hartree

The geometry in ORCA input format:
```
! RIJCOSX wB97M-V def2-TZVPD def2/J DEFGRID3
* xyz 0 1
O 2.693 -2.883 5.822
O -0.327 -3.956 2.655
N 4.342 1.874 -3.464
N 3.560 0.853 -3.500
N 3.648 3.041 -3.293
O 1.171 -0.245 -5.560
O 1.449 4.519 -1.958
O -1.235 3.559 -3.043
O -1.369 0.802 -3.241
C 1.739 -2.391 5.242
C -0.530 -2.774 2.919
C 2.395 2.701 -3.225
C -0.369 -1.799 -0.266
C 0.135 -1.017 0.715
C -1.658 2.375 1.267
C -2.647 2.206 0.282
C -0.686 1.379 1.486
C -2.671 1.036 -0.495
C -0.678 0.195 0.718
C -1.694 0.055 -0.273
N -1.441 -1.165 -0.862
N -1.765 -2.267 3.040
N 2.309 1.341 -3.367
N 1.721 -2.318 3.912
C 0.577 -1.839 6.045
C -2.988 -3.056 2.910
C 1.092 -0.653 -4.188
C 1.197 3.598 -3.034
C -0.074 2.778 -2.733
C -0.143 1.478 -3.560
C 1.062 0.564 -3.249
C 1.203 -1.422 1.683
C 0.645 -1.790 3.065
H 1.344 -1.004 -6.143
H 2.327 4.930 -2.068
H -2.028 2.993 -3.015
H -1.427 0.656 -2.277
H -0.026 -2.805 -0.486
H -1.643 3.282 1.858
H -3.389 2.979 0.127
H 0.072 1.527 2.241
H -3.439 0.892 -1.242
H -2.016 -1.603 -1.572
H -1.857 -1.276 3.195
H 2.502 -2.760 3.452
H 0.483 -0.771 5.864
H 0.775 -2.008 7.103
H -0.338 -2.359 5.768
H -3.127 -3.671 3.801
H -2.912 -3.714 2.042
H -3.849 -2.398 2.786
H 1.957 -1.279 -3.940
H 0.193 -1.259 -4.035
H 1.048 4.153 -3.966
H -0.076 2.521 -1.667
H -0.134 1.738 -4.626
H 0.987 0.208 -2.217
H 1.739 -2.280 1.272
H 1.913 -0.600 1.789
H 0.260 -0.874 3.511
*
```

Atom charges from the Mulliken analysis, given in e for atoms 1 to 4: -0.675, -0.694, -0.602, -0.556